[1]
{
  "formula": "C7H7BrINO3",
  "method": "ωB97M-V with the def2-TZVPD basis set",
  "symbols": ["C", "C", "C", "C", "C", "C", "C", "N", "O", "O", "O", "Br", "I", "H", "H", "H", "H", "H", "H", "H"],
  "positions_angstrom": [[-2.13, -3.38, -0.03], [-0.97, -3.13, -0.13], [-0.74, 1.11, -0.11], [1.44, -0.10, 0.24], [1.45, 1.52, -1.00], [2.53, 0.49, -0.64], [-2.70, 0.26, 0.90], [0.51, 0.81, -0.19], [-1.31, 1.93, -0.82], [3.56, 1.07, 0.09], [-1.34, 0.38, 0.85], [-3.15, -0.87, 2.36], [-3.97, 1.96, 0.79], [-3.13, -3.60, 0.16], [0.03, -2.95, -0.13], [1.10, -1.11, 0.52], [1.62, 2.45, -0.47], [1.17, 1.90, -1.99], [2.88, -0.09, -1.38], [3.14, 1.34, 0.99]],
  "total_energy_ha": -3422.86350,
  "homo_ha": [-0.306, -0.299],
  "gap_ev": [7.596, 7.193],
  "lumo_energy_ev": [-0.7, -0.9],
  "relative_energy_kj_mol": 352.3
}

[2]
{
  "formula": "C7H7Cl2N2OSSbSe4Tc",
  "method": "ωB97M-V with the def2-TZVPD basis set",
  "symbols": ["Tc", "Cl", "C", "Cl", "H", "H", "Se", "Sb", "Se", "Se", "Se", "S", "C", "N", "O", "N", "C", "C", "C", "C", "C", "H", "H", "H", "H", "H"],
  "positions_angstrom": [[-1.16, 0.77, 0.37], [1.25, 1.70, 3.26], [-0.04, 0.55, 3.66], [-1.42, 0.82, 2.59], [-0.39, 0.73, 4.68], [0.32, -0.47, 3.52], [0.09, 5.12, 3.01], [-1.91, 5.86, 1.58], [0.10, 2.68, -0.11], [-1.76, 4.04, -0.42], [-1.98, 4.11, 3.48], [-2.59, -0.55, -3.82], [-2.06, -0.09, -2.42], [-1.62, 0.26, -1.36], [0.09, -0.94, 0.63], [0.62, -1.53, -0.43], [1.46, -0.86, -1.23], [1.96, -1.46, -2.37], [1.60, -2.77, -2.68], [0.77, -3.45, -1.80], [0.29, -2.80, -0.68], [1.69, 0.15, -0.95], [2.62, -0.90, -3.01], [1.95, -3.24, -3.58], [0.48, -4.47, -1.97], [-0.38, -3.27, 0.03]],
  "total_energy_ha": -11700.39491,
  "homo_ha": [-0.507, -0.510],
  "gap_ev": [4.453, 5.452],
  "multiplicity": 2,
  "lumo_energy_ev": [-9.3, -8.4],
  "total_charge": 2
}

[3]
{
  "formula": "C7H7ClN2",
  "method": "ωB97M-V with the def2-TZVPD basis set",
  "symbols": ["C", "C", "C", "C", "C", "C", "C", "N", "N", "Cl", "H", "H", "H", "H", "H", "H", "H"],
  "positions_angstrom": [[2.45, 0.32, -0.27], [2.10, 1.66, -0.12], [1.61, -0.83, -0.05], [0.73, 2.01, 0.06], [0.35, -0.44, 0.22], [0.03, 0.87, 0.20], [-2.43, -1.68, 0.13], [-0.97, -0.03, 0.63], [-1.91, -0.34, -0.35], [-3.27, 0.86, -0.27], [3.52, -0.02, -0.39], [2.82, 2.38, -0.20], [2.17, -1.70, -0.16], [0.52, 3.10, 0.08], [-3.32, -2.12, -0.52], [-1.65, -2.27, -0.12], [-2.77, -1.76, 1.12]],
  "total_energy_ha": -840.25258,
  "homo_ha": [-0.158, -0.340],
  "gap_ev": [4.510, 6.369],
  "multiplicity": 3,
  "lumo_energy_ev": [0.2, -2.9],
  "relative_energy_kj_mol": 605.3
}

[4]
{
  "formula": "C7H7ClO",
  "method": "ωB97M-V with the def2-TZVPD basis set",
  "symbols": ["C", "C", "C", "C", "C", "C", "C", "O", "Cl", "H", "H", "H", "H", "H", "H", "H"],
  "positions_angstrom": [[-0.94, -0.45, -0.77], [-0.92, -0.84, 0.69], [-1.02, 0.62, 0.31], [0.50, -0.95, -0.93], [0.52, -1.35, 0.55], [0.10, 1.53, 0.56], [1.37, -0.26, 0.05], [0.42, 2.54, -0.29], [3.08, -0.22, 0.02], [-1.71, -0.61, -1.51], [-1.67, -1.35, 1.28], [-2.02, 1.03, 0.43], [0.85, -1.50, -1.79], [0.87, -2.25, 1.02], [0.38, 1.76, 1.58], [0.19, 2.31, -1.20]],
  "total_energy_ha": -806.18310,
  "homo_ha": -0.281,
  "gap_ev": 8.475,
  "lumo_energy_ev": 0.8,
  "relative_energy_kj_mol": 316.8
}

[5]
{
  "formula": "C7H7ClO2",
  "method": "ωB97M-V with the def2-TZVPD basis set",
  "symbols": ["C", "C", "C", "C", "C", "C", "C", "H", "H", "H", "H", "H", "H", "H", "O", "O", "Cl"],
  "positions_angstrom": [[-2.32, 0.22, 0.88], [-1.60, -0.10, -0.42], [-0.06, -0.06, -0.40], [0.75, -1.16, -0.33], [2.19, -1.05, -0.13], [2.65, 0.21, -0.07], [0.52, 1.29, -0.28], [-2.11, -0.45, 1.70], [-3.43, 0.21, 0.72], [-2.15, 1.23, 1.21], [-1.97, -1.02, -0.85], [-1.87, 0.58, -1.18], [0.35, -2.15, -0.51], [2.88, -1.91, -0.08], [1.91, 1.35, -0.10], [-0.07, 2.31, -0.37], [4.31, 0.50, 0.21]],
  "total_energy_ha": -881.59388,
  "homo_ha": -0.328,
  "gap_ev": 9.050,
  "smiles": "CCc1ccc(Cl)oc1=O",
  "lumo_energy_ev": 0.1,
  "relative_energy_kj_mol": 41.3
}

[6]
{
  "formula": "C7H7ClO2",
  "method": "ωB97M-V with the def2-TZVPD basis set",
  "symbols": ["C", "C", "C", "C", "C", "C", "C", "O", "O", "Cl", "H", "H", "H", "H", "H", "H", "H"],
  "positions_angstrom": [[-0.14, -2.20, -0.60], [-0.94, -1.31, -1.32], [0.70, -1.61, 0.29], [-1.03, 0.03, -0.94], [0.90, -0.26, 0.46], [0.02, 0.57, -0.14], [0.17, 2.02, 0.26], [0.40, 3.46, 2.14], [0.64, 2.13, 1.63], [1.48, 2.65, -0.89], [-0.22, -3.25, -0.90], [-1.50, -1.81, -2.07], [1.31, -2.30, 0.91], [-1.56, 0.87, -1.55], [1.75, 0.18, 0.88], [-0.71, 2.60, 0.20], [0.05, 3.17, 2.97]],
  "total_energy_ha": -881.47259,
  "homo_ha": -0.350,
  "gap_ev": 10.264,
  "smiles": "OO[C@@H](Cl)c1ccccc1",
  "lumo_energy_ev": 0.7,
  "relative_energy_kj_mol": 359.7
}

[7]
{
  "formula": "C7H7ClO2PS",
  "method": "ωB97M-V with the def2-TZVPD basis set",
  "symbols": ["C", "C", "C", "C", "C", "C", "C", "O", "O", "P", "S", "Cl", "H", "H", "H", "H", "H", "H", "H"],
  "positions_angstrom": [[-1.64, 0.52, 0.92], [-2.19, 0.91, -0.33], [-0.52, -0.27, 1.03], [-1.69, 0.46, -1.51], [0.27, -0.53, -0.22], [-0.67, -0.62, -1.50], [1.34, -1.58, -0.04], [-0.52, -1.54, -2.24], [2.48, -0.79, 0.36], [1.91, 0.67, 0.06], [2.07, 1.95, 1.70], [2.97, 1.52, -1.37], [-2.24, 0.93, 1.73], [-3.15, 1.47, -0.32], [-0.05, -0.68, 1.94], [-2.06, 0.63, -2.45], [1.12, -2.33, 0.73], [1.38, -2.25, -1.01], [1.18, 1.50, 2.52]],
  "total_energy_ha": -1620.77450,
  "homo_ha": [-0.408, -0.518],
  "gap_ev": [6.615, 6.814],
  "multiplicity": 3,
  "lumo_energy_ev": [-4.5, -7.3],
  "total_charge": 1,
  "relative_energy_kj_mol": 145.5
}

[8]
{
  "formula": "C7H7ClO3S",
  "method": "ωB97M-V with the def2-TZVPD basis set",
  "symbols": ["C", "C", "C", "C", "C", "C", "C", "O", "O", "O", "S", "Cl", "H", "H", "H", "H", "H", "H", "H"],
  "positions_angstrom": [[1.42, -0.21, 1.54], [0.96, -0.75, 0.47], [1.60, 1.19, 1.75], [1.26, 1.99, 0.64], [0.84, 1.50, -0.60], [0.11, -0.94, -0.50], [-2.15, -1.29, 0.22], [0.44, -2.30, -2.75], [2.04, -0.55, -2.38], [-1.02, -1.71, -0.53], [0.69, -0.99, -2.26], [-0.61, 0.32, -3.36], [1.86, 1.55, 2.68], [0.83, 2.95, 0.77], [0.32, 2.19, -1.20], [1.27, 0.68, -1.03], [-2.11, -0.20, 0.35], [-2.17, -1.94, 1.20], [-3.15, -1.35, -0.32]],
  "total_energy_ha": -1354.75706,
  "homo_ha": [-0.329, -0.330],
  "gap_ev": [7.546, 7.549],
  "smiles": "C=CC=C=C=C(OC)S(=O)(=O)Cl",
  "lumo_energy_ev": [-1.4, -1.4],
  "relative_energy_kj_mol": 719.6
}